1.
100
Properties=species:S:1:pos:R:3:mulliken_charge:R:1 method="wB97M-V/def2-TZVPD" charge=+3 lumo_energy_ev="-9.65 / -13.78" gap_ev="5.89 / 1.90" e_above_lowest_kj_mol=0.0 multiplicity=4 e_homo_ev="-15.54 / -15.68"
C -0.06 2.91 -0.81 0.272
C -1.04 2.72 1.37 0.940
C -0.56 4.20 -0.94 -0.593
C -1.35 4.10 1.32 -0.924
C -1.16 4.82 0.17 -0.976
H -0.43 4.71 -1.89 0.593
H -1.80 4.53 2.22 0.601
H -1.46 5.87 0.10 0.492
N -0.26 2.19 0.33 1.320
P 1.96 1.11 -0.99 -0.320
P -1.29 0.07 2.16 0.545
C 0.75 2.23 -1.88 -1.979
H 0.09 1.62 -2.52 0.433
H 1.26 2.95 -2.53 0.921
C -1.49 1.82 2.33 -2.347
H -1.99 2.23 3.21 0.499
C -3.13 -0.35 1.64 1.926
C -1.10 -0.54 3.99 2.231
C 2.62 -0.02 -2.37 2.071
C 3.27 2.47 -0.55 1.994
C -3.10 -1.74 1.01 -1.583
H -2.86 -2.52 1.75 0.311
H -4.09 -1.97 0.58 0.508
H -2.36 -1.81 0.20 0.231
C -4.14 -0.31 2.79 -1.996
H -3.97 -1.07 3.56 0.368
H -4.18 0.68 3.25 0.418
H -5.14 -0.50 2.37 0.522
C -3.64 0.71 0.64 -0.969
H -4.59 0.37 0.20 0.699
H -3.83 1.67 1.14 0.326
H -2.94 0.89 -0.17 -0.625
C -1.40 -2.05 4.00 -1.649
H -0.80 -2.57 3.24 0.128
H -1.12 -2.46 4.98 0.536
H -2.45 -2.28 3.83 0.279
C 0.34 -0.34 4.47 -1.583
H 1.07 -0.95 3.92 0.187
H 0.65 0.72 4.42 0.320
H 0.40 -0.64 5.53 0.674
C -1.96 0.22 5.01 -1.818
H -3.03 0.14 4.87 0.274
H -1.74 -0.20 6.01 0.531
H -1.68 1.29 5.04 0.418
C 4.52 1.73 -0.05 -1.680
H 5.24 2.48 0.33 0.550
H 4.28 1.06 0.78 0.177
H 5.03 1.17 -0.85 0.317
C 2.78 3.42 0.56 -1.494
H 1.87 3.96 0.26 0.308
H 2.60 2.92 1.52 0.191
H 3.57 4.17 0.73 0.599
C 3.63 3.42 -1.71 -1.739
H 4.42 4.10 -1.35 0.515
H 4.03 2.92 -2.60 0.290
H 2.79 4.05 -2.01 0.385
C 1.44 -0.71 -3.07 -1.661
H 0.76 -0.01 -3.56 0.251
H 1.84 -1.39 -3.84 0.722
H 0.86 -1.33 -2.37 -0.050
C 3.49 -1.10 -1.71 -1.695
H 2.92 -1.66 -0.97 0.370
H 3.83 -1.80 -2.49 0.531
H 4.38 -0.68 -1.22 0.266
C 3.42 0.74 -3.43 -1.989
H 2.85 1.58 -3.85 0.351
H 4.39 1.09 -3.06 0.346
H 3.63 0.05 -4.26 0.552
Re 0.54 0.26 0.64 2.826
C 1.82 0.70 1.94 -0.224
O 2.68 0.96 2.74 -0.567
N -0.87 -0.23 -0.98 0.007
C -1.79 -0.10 -1.73 0.985
C -2.66 -0.33 -2.81 -0.528
C -2.45 -1.46 -3.64 0.158
C -3.74 0.55 -3.07 -0.019
C -3.36 -1.73 -4.66 -0.665
H -1.58 -2.09 -3.47 0.373
C -4.63 0.25 -4.09 -0.711
H -3.84 1.45 -2.46 0.546
C -4.45 -0.89 -4.88 -0.603
H -3.21 -2.62 -5.28 0.509
H -5.47 0.92 -4.28 0.472
H -5.16 -1.12 -5.68 0.477
N 2.69 -1.88 2.98 -0.203
C 2.24 -2.54 1.85 -0.420
N 1.37 -2.12 0.93 0.782
C 1.04 -3.20 0.07 -1.333
C 0.14 -3.23 -1.00 0.546
C 0.11 -4.32 -1.88 -0.834
C 0.92 -5.44 -1.64 -0.806
C 1.75 -5.48 -0.51 -0.442
C 1.79 -4.37 0.33 0.863
S 2.76 -4.21 1.77 -0.240
H 3.18 -2.52 3.61 0.339
H 3.20 -1.01 2.85 0.080
H -0.55 -2.40 -1.13 -0.246
H -0.55 -4.30 -2.75 0.380
H 0.90 -6.29 -2.32 0.422
H 2.37 -6.33 -0.26 0.459

***

2.
104
Properties=species:S:1:pos:R:3:mulliken_charge:R:1 method="wB97M-V/def2-TZVPD" charge=0 lumo_energy_ev=0.47 gap_ev=8.34 e_above_lowest_kj_mol=0.0 multiplicity=1 e_homo_ev=-7.87
Pd 0.06 -0.14 0.28 -0.024
C -2.89 0.25 -1.70 -2.022
C -3.45 -0.60 -0.55 2.456
C -4.87 -0.10 -0.24 -1.830
C -3.52 -2.07 -0.98 -1.778
P -2.22 -0.37 0.84 0.288
C -2.64 1.33 1.50 -1.827
N -1.38 1.86 1.98 0.290
B -0.13 1.23 1.60 2.128
N 0.88 1.81 2.43 0.385
C 2.26 1.41 2.33 -2.152
P 2.30 0.14 0.94 1.482
C 2.98 -1.40 1.75 1.901
C 4.31 -1.22 2.48 -1.723
C 3.11 -2.51 0.70 -1.790
C 1.91 -1.83 2.76 -1.917
C 3.51 0.90 -0.27 2.070
C 4.90 1.24 0.30 -1.796
C 2.84 2.22 -0.71 -1.937
C 3.68 0.00 -1.50 -1.542
C 0.27 2.66 3.35 0.392
C 0.79 3.41 4.38 -0.969
C -0.08 4.17 5.16 -0.753
C -1.44 4.19 4.90 -0.743
C -1.98 3.45 3.85 -0.782
C -1.13 2.69 3.07 0.142
C -2.56 -1.47 2.31 2.037
C -1.85 -0.84 3.51 -1.904
C -4.05 -1.60 2.66 -1.824
C -1.98 -2.86 2.05 -1.466
H -3.47 0.02 -2.61 0.727
H -1.85 0.03 -1.92 0.120
H -2.99 1.32 -1.51 0.196
H -5.43 -0.05 -1.17 0.557
H -4.88 0.89 0.20 0.275
H -5.41 -0.78 0.42 0.331
H -4.06 -2.13 -1.93 0.517
H -4.06 -2.67 -0.26 0.288
H -2.53 -2.51 -1.12 0.249
H -3.39 1.31 2.30 0.416
H -3.05 1.94 0.69 0.530
H 2.64 1.00 3.27 0.695
H 2.90 2.26 2.07 0.632
H 5.13 -1.02 1.80 0.334
H 4.54 -2.15 3.00 0.517
H 4.28 -0.43 3.23 0.260
H 3.96 -2.34 0.03 0.294
H 2.20 -2.61 0.10 0.098
H 3.28 -3.46 1.21 0.558
H 1.74 -1.07 3.53 0.280
H 2.25 -2.74 3.26 0.722
H 0.96 -2.05 2.26 0.061
H 4.85 1.75 1.27 0.229
H 5.40 1.91 -0.40 0.533
H 5.52 0.35 0.41 0.361
H 2.92 2.99 0.06 0.285
H 1.78 2.08 -0.95 0.030
H 3.33 2.59 -1.60 0.715
H 4.35 -0.84 -1.29 0.296
H 4.14 0.59 -2.30 0.530
H 2.73 -0.40 -1.85 -0.005
H 1.86 3.40 4.59 0.514
H 0.31 4.75 5.98 0.411
H -2.10 4.78 5.52 0.422
H -3.04 3.47 3.64 0.483
H -2.27 0.13 3.78 0.245
H -0.78 -0.71 3.34 0.136
H -1.98 -1.50 4.37 0.728
H -4.50 -0.64 2.92 0.281
H -4.13 -2.25 3.53 0.505
H -4.63 -2.05 1.86 0.332
H -0.98 -2.82 1.62 -0.094
H -2.60 -3.44 1.38 0.336
H -1.92 -3.40 3.01 0.502
N -1.52 3.68 -0.64 -0.266
C -0.91 3.45 -1.85 0.211
N -0.28 2.37 -2.14 0.259
C 0.20 2.43 -3.44 -0.891
C 0.91 1.41 -4.07 0.062
C 1.34 1.60 -5.37 -1.447
C 1.06 2.79 -6.06 -0.527
C 0.34 3.80 -5.45 -0.431
C -0.08 3.61 -4.14 0.617
S -1.01 4.67 -3.12 -0.390
H -1.16 3.11 0.11 -0.082
H -1.64 4.65 -0.38 0.285
H 1.07 0.48 -3.54 1.052
H 1.88 0.81 -5.88 0.451
H 1.40 2.92 -7.07 0.388
H 0.11 4.72 -5.98 0.406
Br -1.12 -1.49 -4.59 -0.096
C -0.46 -3.16 -4.00 0.441
C -0.54 -4.21 -4.90 -0.743
C -0.12 -5.48 -4.54 -0.517
C 0.37 -5.70 -3.26 -0.876
C 0.43 -4.65 -2.36 -0.456
C 0.04 -3.36 -2.71 -0.126
C 0.18 -2.30 -1.64 -0.089
O -0.08 -2.66 -0.47 -0.490
O 0.57 -1.14 -1.96 0.349
H -0.95 -4.03 -5.89 0.441
H -0.18 -6.29 -5.26 0.381
H 0.69 -6.69 -2.96 0.405
H 0.78 -4.81 -1.35 0.455

***

3.
107
Properties=species:S:1:pos:R:3:mulliken_charge:R:1 method="wB97M-V/def2-TZVPD" charge=+1 lumo_energy_ev="-3.01 / -3.10" gap_ev="6.56 / 7.36" e_above_lowest_kj_mol=6.1 multiplicity=2 e_homo_ev="-9.57 / -10.46"
Re -1.21 -0.16 0.94 0.081
C 3.29 1.65 3.91 -1.733
C 2.87 0.20 3.89 0.900
C 3.64 -0.72 4.59 -0.985
C 3.33 -2.06 4.62 -0.877
C 2.21 -2.53 3.95 -0.982
C 1.42 -1.64 3.25 -0.756
C 1.74 -0.28 3.20 1.112
P 0.61 0.76 2.24 0.961
C 1.60 1.90 1.21 1.281
C 1.19 3.23 1.12 -1.155
C 1.79 4.10 0.21 -0.925
C 2.81 3.63 -0.61 -0.885
C 3.23 2.31 -0.50 -0.687
C 2.64 1.43 0.40 0.822
C 3.15 0.02 0.50 -1.671
C -0.32 1.77 3.42 0.547
C 0.08 2.09 4.71 -0.940
C -0.78 2.81 5.53 -0.888
C -2.02 3.20 5.06 -0.775
C -2.42 2.86 3.77 -0.526
C -1.58 2.13 2.94 0.469
C -1.99 1.70 1.57 -0.914
H 3.75 1.89 4.87 0.518
H 2.46 2.34 3.75 0.248
H 4.03 1.85 3.13 0.375
H 4.51 -0.36 5.13 0.518
H 3.95 -2.75 5.18 0.410
H 1.95 -3.58 3.98 0.474
H 0.55 -1.99 2.70 0.466
H 0.41 3.60 1.76 0.460
H 1.46 5.12 0.14 0.513
H 3.28 4.29 -1.32 0.448
H 4.04 1.95 -1.12 0.632
H 3.66 -0.27 -0.42 0.375
H 2.36 -0.70 0.70 0.151
H 3.87 -0.08 1.31 0.399
H 1.04 1.77 5.09 0.310
H -0.48 3.06 6.54 0.461
H -2.69 3.76 5.70 0.401
H -3.40 3.15 3.41 0.520
H -1.54 2.36 0.81 0.317
H -3.06 1.77 1.44 0.036
Br -3.72 3.34 -1.24 -0.114
C -5.04 1.96 -1.46 -0.075
Br -5.27 0.87 0.12 -0.110
H -4.69 1.30 -2.25 -0.089
H -5.98 2.44 -1.68 0.484
C 6.42 -0.34 -4.22 -1.009
C 5.51 -0.45 -5.43 -0.492
S 3.97 -1.25 -5.09 1.302
O 3.17 -1.25 -6.29 -0.712
O 4.21 -2.48 -4.38 -0.685
C 3.15 -0.16 -3.92 0.170
C 1.67 -0.53 -3.93 -2.050
N 0.92 0.13 -2.85 1.355
C 0.53 -0.49 -1.72 -0.249
N -0.19 0.34 -0.96 1.482
C -0.28 1.53 -1.62 -0.820
C 0.41 1.41 -2.78 -0.557
N 0.60 2.43 -3.77 1.194
O 1.29 2.16 -4.74 -0.677
O 0.08 3.50 -3.54 -0.654
C 0.82 -1.91 -1.38 -1.959
H 7.40 0.01 -4.52 0.385
H 6.53 -1.31 -3.73 0.323
H 6.03 0.38 -3.49 0.177
H 5.94 -1.07 -6.22 0.429
H 5.26 0.52 -5.87 0.375
H 3.30 0.88 -4.21 0.632
H 3.60 -0.36 -2.95 -0.181
H 1.56 -1.60 -3.77 0.754
H 1.22 -0.28 -4.89 0.366
H -0.83 2.38 -1.26 0.471
H 0.36 -2.60 -2.09 0.560
H 0.42 -2.13 -0.39 -0.008
H 1.89 -2.11 -1.36 0.448
C -2.17 -2.70 3.77 -1.599
C -3.06 -1.81 2.90 1.495
C -4.12 -2.64 2.18 -1.507
C -3.72 -0.72 3.76 -1.287
N -2.25 -1.12 1.92 0.946
H -2.77 -3.18 4.54 0.508
H -1.40 -2.11 4.25 0.307
H -1.70 -3.48 3.16 0.338
H -4.71 -3.20 2.91 0.463
H -3.66 -3.34 1.49 0.329
H -4.80 -1.98 1.63 0.192
H -4.38 -1.18 4.50 0.523
H -4.31 -0.04 3.14 0.192
H -2.96 -0.14 4.29 0.239
C -2.91 -2.51 -4.57 -1.331
C -2.10 -2.40 -3.28 -0.042
S -2.84 -1.35 -1.99 0.864
O -3.10 -0.03 -2.65 -0.773
C -4.43 -2.22 -1.77 -0.034
C -5.54 -1.71 -2.68 -1.269
H -2.30 -2.99 -5.33 0.444
H -3.18 -1.52 -4.93 0.310
H -3.81 -3.10 -4.43 0.289
H -1.14 -1.91 -3.47 -0.410
H -1.91 -3.37 -2.82 0.508
H -4.68 -2.08 -0.72 -0.329
H -4.21 -3.28 -1.92 0.657
H -6.18 -1.00 -2.15 0.350
H -6.17 -2.53 -3.02 0.336
H -5.15 -1.19 -3.56 0.315

***

4.
102
Properties=species:S:1:pos:R:3:mulliken_charge:R:1 method="wB97M-V/def2-TZVPD" charge=+1 lumo_energy_ev="-3.92 / -4.11" gap_ev="6.76 / 6.64" multiplicity=1 e_homo_ev="-10.67 / -10.75"
Rh -0.26 -0.18 -0.73 -0.964
C -4.25 1.83 -1.16 -1.266
C -3.02 2.74 -1.20 1.427
C -3.33 4.20 -0.86 -1.416
P -1.64 1.92 -0.23 1.196
C -0.18 3.12 -0.29 2.577
C -0.26 4.21 0.77 -1.612
C 0.03 3.65 -1.70 -1.280
C -2.13 1.80 1.52 0.017
C -3.29 2.38 2.04 -0.663
C -3.59 2.26 3.38 -1.075
C -2.76 1.54 4.23 -0.855
C -1.65 0.90 3.71 -0.026
C -1.32 1.03 2.37 0.368
Si 0.14 0.07 1.63 0.530
C 1.81 0.87 1.99 0.602
C 2.02 1.68 3.10 -0.542
C 3.25 2.26 3.33 -0.857
C 4.30 2.03 2.45 -1.117
C 4.10 1.24 1.33 -0.661
C 2.86 0.67 1.07 0.369
P 2.50 -0.35 -0.41 0.666
C 3.73 -1.78 -0.24 0.301
C 5.21 -1.41 -0.25 -1.759
C 3.40 -2.54 1.04 -1.103
C 2.97 0.64 -1.93 1.949
C 3.21 -0.33 -3.08 -1.479
C 4.05 1.70 -1.79 -1.741
C 0.15 -1.79 2.12 -0.075
C 0.77 -2.18 3.30 -0.497
C 0.78 -3.50 3.69 -0.796
C 0.15 -4.46 2.91 -0.972
C -0.46 -4.09 1.73 -0.772
C -0.45 -2.76 1.31 0.015
P -1.26 -2.29 -0.27 0.841
C -3.04 -2.59 0.22 0.354
C -3.35 -1.75 1.45 -1.241
C -4.04 -2.29 -0.90 -1.508
C -0.83 -3.66 -1.47 0.561
C -1.14 -3.18 -2.89 -1.415
C 0.66 -3.96 -1.35 -1.536
H -5.07 2.28 -1.71 0.578
H -4.58 1.62 -0.14 0.191
H -4.00 0.88 -1.64 0.056
H -2.65 2.72 -2.23 -0.378
H -3.52 4.38 0.19 0.198
H -4.21 4.50 -1.43 0.532
H -2.52 4.86 -1.17 0.246
H 0.70 2.49 -0.04 -1.440
H -1.10 4.88 0.61 0.298
H 0.65 4.80 0.76 0.476
H -0.36 3.77 1.76 0.319
H -0.76 4.32 -2.02 0.244
H 0.08 2.82 -2.41 0.039
H 0.97 4.20 -1.76 0.499
H -3.97 2.93 1.41 0.322
H -4.49 2.73 3.76 0.444
H -2.98 1.48 5.28 0.456
H -1.02 0.30 4.35 0.484
H 1.20 1.85 3.79 0.460
H 3.41 2.88 4.20 0.459
H 5.27 2.48 2.62 0.448
H 4.92 1.08 0.65 0.595
H 3.53 -2.43 -1.11 0.785
H 5.51 -1.02 0.72 0.365
H 5.46 -0.69 -1.02 0.335
H 5.80 -2.31 -0.43 0.476
H 3.59 -1.91 1.91 0.263
H 4.02 -3.43 1.12 0.632
H 2.36 -2.84 1.06 -0.133
H 2.04 1.17 -2.16 -0.972
H 4.18 -0.81 -2.99 0.322
H 3.18 0.21 -4.03 0.483
H 2.43 -1.08 -3.11 0.159
H 5.05 1.27 -1.67 0.250
H 3.84 2.37 -0.96 0.453
H 4.07 2.30 -2.70 0.486
H 1.24 -1.42 3.91 0.451
H 1.27 -3.79 4.61 0.472
H 0.14 -5.49 3.22 0.437
H -0.95 -4.84 1.13 0.475
H -3.09 -3.66 0.48 0.786
H -3.25 -0.69 1.22 0.000
H -2.68 -1.99 2.28 0.155
H -4.37 -1.94 1.79 0.701
H -3.84 -1.32 -1.33 0.270
H -5.05 -2.30 -0.49 0.468
H -3.99 -3.04 -1.68 0.375
H -1.44 -4.54 -1.23 0.986
H -0.41 -2.42 -3.18 -0.004
H -2.13 -2.74 -2.98 0.246
H -1.07 -4.01 -3.59 0.614
H 1.20 -3.01 -1.31 0.209
H 1.00 -4.51 -2.23 0.565
H 0.90 -4.55 -0.47 0.278
Cl -1.66 2.35 -4.82 -0.151
C -1.27 0.62 -4.79 0.730
Cl -2.62 -0.31 -5.46 -0.135
Cl 0.20 0.33 -5.72 -0.138
C -1.07 0.27 -3.29 -0.713
O -2.06 0.02 -2.61 0.046
O 0.10 0.30 -2.88 -0.096

***

Quick rundown of energy, same order as above: -79791.1876; -153956.0603; -229646.1579; -120694.8801 eV
Quick rundown of strongest force on any atom, same order as above: 0.1007; 0.0249; 0.0119; 0.0381 Eh/bohr